Formula: C9H11N3ORhS4Sb
Source: the Open Molecules 2025 dataset
Level of theory: ωB97M-V/def2-TZVPD

The geometry in XYZ format:
```
30
Properties=species:S:1:pos:R:3:mulliken_spin:R:1
Rh 0.68 1.82 0.25 0.08
S 4.14 4.36 3.05 0.00
Sb 3.21 2.38 2.49 0.00
S 2.89 2.36 -0.01 -0.03
S 0.75 2.72 2.33 -0.04
O 0.41 2.03 -2.94 0.02
N 0.07 1.52 -1.92 0.02
C 0.83 0.21 0.87 0.50
C 0.78 -0.99 1.54 -0.04
C 1.97 -1.67 1.89 0.21
C 1.89 -2.90 2.52 -0.11
C 0.66 -3.47 2.80 0.22
C -0.52 -2.80 2.47 -0.10
C -0.48 -1.57 1.85 0.22
H 2.93 -1.21 1.68 0.02
H 2.80 -3.41 2.79 0.00
H 0.61 -4.44 3.29 0.02
H -1.48 -3.24 2.70 0.00
H -1.38 -1.03 1.61 0.02
C -2.34 0.90 -4.00 0.00
N -2.26 1.69 -2.79 0.00
C -1.44 1.22 -1.74 0.01
N -1.57 -0.20 -1.56 -0.01
S -1.63 2.16 -0.20 -0.01
H -2.94 1.45 -4.73 0.00
H -2.86 -0.03 -3.80 0.00
H -1.37 0.68 -4.47 0.00
H -2.06 2.67 -2.96 0.00
H -1.15 -0.72 -2.32 0.00
H -1.12 -0.48 -0.70 0.01
```

Results
* frontier orbital gap (alpha / beta): 5.65 / 5.52 eV
* E_HOMO (alpha / beta): -3.9592 / -3.9563 eV
* E: -2532.57857 hartree
* total charge: -1
* ΔE to the lowest compared entry with this formula, charge and spin: 95.7 kJ/mol
* 2S+1: 2
* LUMO level (alpha / beta): 1.69 / 1.56 eV